[1]
Entry from the Open Molecules 2025 dataset: an isolated molecule of C5H7NO (ωB97M-V/def2-TZVPD).

Element x y z (Å)
N 1.7614 -1.4098 0.2642
C 0.9569 -0.6508 -0.3280
O 1.3239 0.2061 -1.4044
C 1.4927 1.4963 -1.1985
C -1.1937 0.7689 -0.4213
C -1.4479 -0.4662 -1.2083
C -0.4859 -0.5104 -0.0444
H 2.7087 -1.3425 -0.1114
H -0.6266 1.5418 -0.9348
H 1.4900 1.6830 -0.0769
H -1.9306 1.1698 0.2630
H -1.0039 -0.5125 -2.1976
H -2.3944 -0.9817 -1.0966
H -0.8042 -1.0302 0.8508

Output
E_LUMO	0.0131	Eh
orbital gap	0.341	Eh
spin multiplicity	1

Mulliken atomic charge list, values in e, 6 entries: atom 1 (N): -0.65, atom 2 (C): 0.41, atom 3 (O): -0.20, atom 4 (C): -0.46, atom 5 (C): -0.61, atom 6 (C): -0.42

[2]
Entry from the Open Molecules 2025 dataset: a cluster of 2 separate species, C10H22NO4 in total (ωB97M-V/def2-TZVPD).

Element x y z (Å)
C 4.2447 -0.4566 -1.2924
C 3.4230 0.7194 -1.8150
O 2.3209 0.9835 -0.9822
C 1.1169 0.3833 -1.4775
C -0.0180 0.6129 -0.5084
O -0.9198 1.6389 -0.8890
C -1.8531 1.3159 -1.9161
C -2.9884 0.3466 -1.5052
O -3.1453 -0.8014 -2.2913
C -2.3062 -1.9369 -1.9240
N -2.4639 -2.3800 -0.6006
H 4.9502 -0.1027 -0.5535
H 3.5597 -1.1445 -0.8205
H 4.7713 -0.9258 -2.1124
H 4.0175 1.6268 -1.8465
H 3.1196 0.5032 -2.8370
H 1.2696 -0.6867 -1.5760
H 0.8987 0.8028 -2.4514
H -0.5299 -0.3091 -0.2653
H 0.4343 0.9465 0.4156
H -1.3778 1.0018 -2.8414
H -2.3246 2.2672 -2.1374
H -3.9239 0.8881 -1.6021
H -2.8684 0.1138 -0.4490
H -1.2631 -1.7000 -2.1765
H -2.6151 -2.6971 -2.6526
H -1.5421 -2.4633 -0.1807
C -1.3186 1.0307 3.6980
C 0.0036 0.3337 3.4880
O 0.7690 0.6864 2.6264
C 0.3145 -0.8350 4.3930
H -1.4173 1.8402 2.9790
H -2.1376 0.3247 3.5530
H -1.3720 1.4368 4.7105
H -0.4447 -1.6094 4.2743
H 0.3304 -0.5083 5.4348
H 1.2860 -1.2463 4.1311

Output
E_LUMO	0.1087	Eh
orbital gap	0.178	Eh
total charge	-1
spin multiplicity	1

Mulliken atomic charge list, values in e, 6 entries: atom 1 (C): -1.02, atom 2 (C): -0.39, atom 3 (O): -0.35, atom 4 (C): -0.55, atom 5 (C): 0.16, atom 6 (O): -0.52

[3]
Entry from the Open Molecules 2025 dataset: a cluster of 2 separate species, C18H17Br2NO2S in total (ωB97M-V/def2-TZVPD).

Element x y z (Å)
C 1.2594 2.2598 3.2700
S 0.4960 0.8517 2.4222
C 1.5760 -0.3893 3.1822
C -0.8728 0.6371 3.5725
C -2.0719 0.4427 3.1181
N -3.1841 0.2487 2.6774
H 0.6935 3.1653 3.0684
H 1.2830 2.0983 4.3442
H 2.2759 2.4031 2.9139
H 1.2180 -1.3882 2.9485
H 2.5831 -0.2837 2.7906
H 1.6071 -0.2794 4.2629
H -0.6889 0.6424 4.6305
C -8.0712 -5.3621 3.4719
O -7.3683 -4.1640 3.6825
C -6.2692 -3.9848 2.8672
C -5.8359 -4.9088 1.8981
C -4.7024 -4.6828 1.1728
C -3.9287 -3.5218 1.3599
C -2.6969 -3.3022 0.6537
C -1.8101 -4.2924 0.2686
C -0.6780 -3.9740 -0.5562
C 0.2455 -4.8993 -0.8696
Br 1.6948 -4.5027 -1.9823
C 0.1733 -6.2539 -0.3672
O 1.0334 -7.0838 -0.6259
C -0.9668 -6.5633 0.4664
Br -1.0668 -8.2921 1.1646
C -1.9029 -5.6448 0.7543
C -4.4118 -2.5614 2.2661
C -5.5350 -2.7922 3.0045
H -8.8772 -5.4200 4.2037
H -8.4988 -5.3576 2.4697
H -7.4041 -6.2137 3.6062
H -6.4000 -5.8052 1.7208
H -4.4219 -5.3701 0.3933
H -2.4164 -2.2793 0.4599
H -0.5788 -2.9753 -0.9424
H -2.6947 -5.9209 1.4277
H -3.8739 -1.6363 2.3752
H -5.8960 -2.0437 3.6887

Output
E_LUMO	-0.0376	Eh
orbital gap	0.249	Eh
spin multiplicity	1

Mulliken atomic charge list, values in e, 6 entries: atom 1 (C): -0.97, atom 2 (S): 0.25, atom 3 (C): -0.95, atom 4 (C): -0.96, atom 5 (C): 0.76, atom 6 (N): -0.73

[4]
Entry from the Open Molecules 2025 dataset: an isolated molecule of C23H29NO2 (ωB97M-V/def2-TZVPD).

Element x y z (Å)
C -5.2346 -1.2740 2.2959
H -6.2682 -1.5230 2.0357
O -4.5074 -0.8369 1.1741
C -4.9443 0.2547 0.4830
C -6.0410 1.0100 0.8821
C -6.4555 2.1102 0.1515
C -5.7790 2.4713 -0.9980
C -4.6922 1.7224 -1.4036
C -4.2427 0.6111 -0.6895
C -3.0919 -0.1027 -1.2229
C -2.4008 -1.1028 -0.6790
C -1.2117 -1.7307 -1.3466
N 0.0662 -1.4344 -0.7103
C 0.1952 -1.8874 0.6629
C 1.6850 -2.0308 1.0062
H 1.7965 -2.0103 2.0916
H 2.0453 -2.9965 0.6497
C 2.5394 -0.9187 0.3595
C 1.6379 0.2920 0.0784
C 0.4582 -0.0381 -0.8427
H 0.7333 0.1277 -1.8899
H -0.3801 0.6383 -0.6067
H 2.2247 1.0938 -0.3713
H 1.2566 0.6571 1.0351
C 3.1989 -1.4380 -0.9420
O 2.4533 -2.3798 -1.6613
H 1.5087 -2.1453 -1.5660
H 3.4443 -0.5742 -1.5810
H 4.1378 -1.9425 -0.6945
C 3.6541 -0.5087 1.3547
C 4.6128 0.5195 0.8234
C 4.3442 1.8771 0.9603
C 5.2144 2.8289 0.4591
C 6.3773 2.4386 -0.1816
C 6.6690 1.0911 -0.3025
C 5.7964 0.1424 0.1997
H 6.0446 -0.9051 0.1115
H 7.5823 0.7769 -0.7865
H 7.0573 3.1802 -0.5742
H 4.9857 3.8787 0.5735
H 3.4486 2.1951 1.4749
H 4.2076 -1.4094 1.6297
H 3.1777 -0.1155 2.2566
H -0.2955 -2.8586 0.7585
H -0.2922 -1.1937 1.3662
H -1.1398 -1.3932 -2.3852
H -1.3241 -2.8205 -1.3457
H -2.6492 -1.4873 0.2959
H -2.7822 0.2516 -2.2013
H -4.1642 2.0011 -2.3045
H -6.0966 3.3261 -1.5753
H -7.3101 2.6785 0.4869
H -6.5870 0.7470 1.7742
H -5.2287 -0.5294 3.0987
H -4.7263 -2.1739 2.6405

Output
E_LUMO	0.0248	Eh
structure (SMILES)	COc1ccccc1/C=C/CN1CCC(CO)(Cc2ccccc2)CC1
orbital gap	0.330	Eh
spin multiplicity	1

Mulliken atomic charge list, values in e, 6 entries: atom 1 (C): -1.04, atom 2 (H): 0.38, atom 3 (O): -0.33, atom 4 (C): 0.71, atom 5 (C): -0.58, atom 6 (C): -0.63

[5]
Entry from the Open Molecules 2025 dataset: the ion C7H10NOS with charge +1 (ωB97M-V/def2-TZVPD).

Element x y z (Å)
C 0.8467 -2.8391 1.5028
C 1.4653 -1.5934 1.4161
C -0.4062 -2.7384 0.9594
C 0.5297 -0.7625 0.7648
C 0.2047 0.8736 -1.1784
C 0.5617 0.6654 0.4494
C -0.3098 1.9651 -2.0260
N -1.3257 2.7114 -1.7492
O -0.5547 -1.5101 0.3827
S -0.8131 1.5221 1.4508
H 1.1722 -3.7664 1.9226
H 2.5049 -1.3282 1.7800
H -1.2827 -3.5047 0.7274
H -0.6339 0.0048 -1.1313
H 1.0035 0.3694 -1.6939
H 1.5181 1.1400 0.6101
H 0.4584 2.2568 -2.6912
H -2.0176 2.7333 -0.8588
H -1.4055 3.4405 -2.4348
H -1.5160 0.3606 1.7976

Output
E_LUMO (alpha / beta)	-0.1396 / -0.3154	Eh
orbital gap (alpha / beta)	0.213 / 0.145	Eh
total charge	+1
spin multiplicity	3

Mulliken atomic charge list, values in e, 6 entries: atom 1 (C): -0.34, atom 2 (C): -0.69, atom 3 (C): -0.28, atom 4 (C): 0.36, atom 5 (C): -0.72, atom 6 (C): 0.18

[6]
Entry from the Open Molecules 2025 dataset: a cluster of 2 separate species, C4H7N3S in total (ωB97M-V/def2-TZVPD).

Element x y z (Å)
C 1.7818 -1.0771 0.8479
C 0.1017 -0.6693 -0.5589
C 0.9575 0.3954 -0.5013
C -2.4169 0.4290 -0.3609
N 1.9605 0.1416 0.3915
N 0.6700 -1.5994 0.2634
N 0.9342 1.6228 -1.1883
S -2.6736 0.4816 1.3239
H 2.5043 -1.5679 1.4494
H -0.7860 -0.8678 -1.1294
H -2.9984 1.3505 -0.6507
H 0.1690 -2.3241 0.6250
H 1.5482 2.2394 -0.7114
H 0.0914 2.0581 -1.2861
H -1.8436 -0.6128 1.4859

Output
E_LUMO	-0.0189	Eh
orbital gap	0.261	Eh
spin multiplicity	1

Mulliken atomic charge list, values in e, 6 entries: atom 1 (C): -0.21, atom 2 (C): -1.08, atom 3 (C): 0.73, atom 4 (C): -0.33, atom 5 (N): -0.65, atom 6 (N): -0.06

[7]
Entry from the Open Molecules 2025 dataset: the ion C3H9N2S with charge -1 (ωB97M-V/def2-TZVPD).

Element x y z (Å)
C 0.2427 -0.1964 -0.7325
C 0.7378 -1.3579 0.1280
S 2.4580 -1.0864 0.7139
N -1.2039 0.1694 -0.4206
C -1.9829 1.3054 -0.8115
N -2.4433 2.1068 0.3617
H 0.4735 -0.2423 -1.8157
H 0.8265 0.6910 -0.5280
H 0.0705 -1.5241 0.9819
H 0.4560 -2.2086 -0.5428
H -1.7414 -0.6878 -0.3579
H -1.4412 1.9481 -1.4866
H -2.9152 0.9488 -1.2878
H -2.8234 1.4324 1.0263
H -1.5655 2.3956 0.7818

Output
E_LUMO	0.1420	Eh
structure (SMILES)	NCNCC[S-]
orbital gap	0.231	Eh
total charge	-1
spin multiplicity	1

Mulliken atomic charge list, values in e, 6 entries: atom 1 (C): -0.51, atom 2 (C): -0.78, atom 3 (S): -0.65, atom 4 (N): -0.23, atom 5 (C): -0.63, atom 6 (N): -0.73

Copy entry 7 word for word.
Entry from the Open Molecules 2025 dataset: the ion C3H9N2S with charge -1 (ωB97M-V/def2-TZVPD).

Element x y z (Å)
C 0.2427 -0.1964 -0.7325
C 0.7378 -1.3579 0.1280
S 2.4580 -1.0864 0.7139
N -1.2039 0.1694 -0.4206
C -1.9829 1.3054 -0.8115
N -2.4433 2.1068 0.3617
H 0.4735 -0.2423 -1.8157
H 0.8265 0.6910 -0.5280
H 0.0705 -1.5241 0.9819
H 0.4560 -2.2086 -0.5428
H -1.7414 -0.6878 -0.3579
H -1.4412 1.9481 -1.4866
H -2.9152 0.9488 -1.2878
H -2.8234 1.4324 1.0263
H -1.5655 2.3956 0.7818

Output
E_LUMO	0.1420	Eh
structure (SMILES)	NCNCC[S-]
orbital gap	0.231	Eh
total charge	-1
spin multiplicity	1

Mulliken atomic charge list, values in e, 6 entries: atom 1 (C): -0.51, atom 2 (C): -0.78, atom 3 (S): -0.65, atom 4 (N): -0.23, atom 5 (C): -0.63, atom 6 (N): -0.73